(1)
83
Properties=species:S:1:pos:R:3:forces:R:3 method="wB97M-V/def2-TZVPD" gap_ev="6.449 / 6.393" multiplicity=2 charge=+1
Co -0.290 -0.547 -0.107 -0.536 0.195 -0.543
C -2.751 -1.059 3.262 0.050 0.004 0.019
C -4.017 -0.984 2.714 -0.056 0.009 -0.044
C -4.155 -0.778 1.345 -0.080 -0.014 0.146
C -3.018 -0.640 0.580 0.030 -0.007 -0.240
N -1.786 -0.680 1.127 -0.076 0.023 0.262
C -1.653 -0.907 2.429 -0.070 0.103 0.034
C -3.005 -0.499 -0.900 -0.031 -0.046 0.393
C -4.075 -0.286 -1.744 -0.020 0.007 -0.142
C -3.809 -0.162 -3.107 0.029 0.015 0.038
C -2.510 -0.254 -3.585 -0.124 -0.007 -0.008
C -1.496 -0.480 -2.668 0.376 0.030 -0.186
N -1.771 -0.601 -1.383 0.313 -0.027 0.416
C -0.040 -0.616 -2.931 -0.272 0.020 0.091
C 0.484 -0.820 -4.188 0.120 0.039 -0.106
C 1.850 -1.039 -4.317 -0.057 -0.007 -0.089
C 2.632 -1.059 -3.181 0.044 0.027 0.063
C 2.036 -0.845 -1.945 -0.017 0.152 -0.098
N 0.729 -0.613 -1.817 0.108 -0.264 -0.067
H -2.603 -1.242 4.316 -0.005 0.004 -0.005
H -4.894 -1.101 3.336 0.010 0.001 -0.005
H -5.134 -0.752 0.887 0.009 0.000 -0.008
H -0.636 -0.972 2.792 -0.011 -0.012 -0.001
H -5.083 -0.201 -1.365 0.007 -0.001 -0.016
H -4.623 0.024 -3.795 0.007 -0.014 -0.002
H -2.293 -0.127 -4.636 -0.028 -0.005 -0.005
H -0.164 -0.833 -5.053 0.000 0.007 0.008
H 2.284 -1.214 -5.292 0.000 0.008 0.007
H 3.694 -1.253 -3.229 -0.004 0.005 -0.002
H 2.591 -0.885 -1.018 -0.015 -0.034 0.006
C -3.587 3.175 -0.500 0.080 0.073 0.044
P -1.944 2.589 0.106 -0.164 -0.076 -0.198
C -2.205 2.798 1.921 0.010 -0.025 0.037
C -0.929 4.092 -0.232 0.132 -0.069 -0.056
C -0.724 4.434 -1.712 0.020 -0.036 0.072
P -0.357 2.999 -2.821 -0.069 -0.107 0.020
C 1.376 2.631 -2.319 -0.010 0.073 0.028
C -0.056 3.934 -4.372 0.118 0.062 0.025
H -3.826 4.178 -0.135 -0.011 -0.011 -0.004
H -4.367 2.491 -0.159 0.036 -0.007 -0.012
H -3.603 3.184 -1.592 0.030 -0.012 0.016
H -2.059 3.829 2.248 -0.040 0.002 -0.006
H -1.534 2.150 2.487 0.009 0.028 -0.029
H -3.227 2.504 2.167 0.013 -0.037 0.018
H 0.050 3.917 0.226 -0.040 -0.014 0.065
H -1.388 4.936 0.290 0.071 0.075 0.004
H 0.103 5.146 -1.794 -0.066 0.080 -0.074
H -1.613 4.925 -2.116 -0.025 -0.022 0.008
H 1.941 3.545 -2.111 0.002 -0.031 -0.039
H 1.875 2.089 -3.126 -0.021 -0.011 0.018
H 1.383 1.992 -1.434 -0.010 0.079 0.032
H 0.594 4.798 -4.216 0.002 -0.022 -0.010
H -1.002 4.278 -4.791 -0.021 0.002 0.015
H 0.412 3.275 -5.104 -0.009 -0.011 -0.023
O 2.550 -1.504 0.863 0.001 0.039 0.101
C 1.649 -2.321 1.083 -0.071 -0.191 -0.033
O 0.408 -2.150 0.785 0.246 -0.132 -0.055
C 1.975 -3.632 1.738 -0.048 -0.022 0.050
C 3.272 -3.861 2.172 0.072 -0.105 0.071
C 3.636 -5.062 2.793 0.002 0.178 -0.075
C 2.646 -5.998 2.942 0.213 -0.101 0.086
O 2.740 -7.230 3.517 -0.132 -0.087 0.007
C 1.456 -7.845 3.353 0.054 0.215 -0.027
O 0.574 -6.865 2.798 0.069 -0.104 0.072
C 1.353 -5.776 2.510 -0.226 -0.012 -0.078
C 0.979 -4.609 1.906 -0.012 0.143 -0.027
H 4.006 -3.083 2.017 0.002 -0.003 0.001
H 4.643 -5.247 3.139 -0.014 0.002 -0.012
H 1.083 -8.157 4.327 -0.019 -0.030 0.027
H 1.545 -8.688 2.668 0.006 -0.038 -0.038
H -0.032 -4.431 1.569 0.015 -0.007 -0.001
C 3.615 1.372 0.937 -0.017 0.097 0.032
N 2.644 1.958 1.850 -0.034 0.073 0.036
C 3.144 2.866 2.870 -0.010 -0.086 -0.059
C 1.347 1.692 1.747 0.099 -0.106 0.112
O 0.824 1.002 0.872 0.035 -0.003 -0.044
H 4.417 0.917 1.517 0.003 -0.005 -0.010
H 4.033 2.143 0.287 0.002 0.018 -0.009
H 3.122 0.597 0.365 0.023 0.008 0.002
H 3.884 2.360 3.490 0.008 -0.004 0.008
H 2.324 3.202 3.501 -0.007 0.006 0.005
H 3.610 3.735 2.405 0.011 0.006 0.001
H 0.744 2.154 2.542 -0.007 0.054 -0.012

(2)
80
Properties=species:S:1:pos:R:3:forces:R:3 method="wB97M-V/def2-TZVPD" gap_ev="7.250 / 5.897" multiplicity=2 charge=+4
Ir 1.302 -0.090 -1.035 0.485 -0.608 -0.395
C -1.483 -4.613 3.569 0.130 0.046 -0.042
C -0.260 -4.934 2.701 -0.277 -0.279 0.235
C 0.933 -5.266 3.617 0.162 0.101 -0.100
C -0.588 -6.156 1.817 0.127 0.086 -0.075
C 0.118 -3.787 1.804 0.164 0.053 -0.150
C 1.215 -3.895 0.930 -0.105 0.028 0.064
C 1.560 -2.847 0.112 -0.033 0.036 0.021
N 0.870 -1.690 0.118 0.210 -0.201 -0.058
C -0.187 -1.554 0.943 -0.026 0.052 -0.018
C -0.580 -2.575 1.783 -0.028 0.014 0.040
C -0.828 -0.235 0.827 -0.025 0.068 -0.016
C -1.937 0.175 1.535 -0.044 0.002 0.032
C -2.490 1.444 1.348 0.057 0.063 -0.053
C -1.859 2.268 0.403 0.014 -0.070 0.011
C -0.757 1.825 -0.283 -0.049 -0.022 0.057
N -0.243 0.596 -0.076 -0.524 0.214 0.400
C -3.700 1.928 2.103 -0.349 -0.021 0.207
C -4.234 0.873 3.080 0.090 0.085 -0.056
C -4.808 2.264 1.084 0.135 0.035 -0.088
C -3.318 3.194 2.893 0.163 0.046 -0.091
H -1.712 -5.476 4.190 -0.011 -0.023 -0.007
H -2.370 -4.406 2.966 -0.004 0.011 0.026
H -1.294 -3.778 4.250 -0.032 0.005 -0.033
H 0.651 -6.069 4.295 -0.014 -0.006 0.009
H 1.233 -4.402 4.215 -0.060 -0.024 0.046
H 1.805 -5.604 3.054 -0.041 -0.021 0.000
H -0.901 -6.981 2.455 -0.018 -0.005 0.011
H 0.281 -6.496 1.250 -0.028 0.006 0.008
H -1.397 -5.937 1.118 -0.027 -0.029 0.028
H 1.802 -4.803 0.887 -0.003 0.010 0.013
H 2.407 -2.914 -0.562 -0.020 0.028 -0.017
H -1.430 -2.436 2.435 0.013 0.012 -0.017
H -2.387 -0.500 2.248 0.034 -0.018 -0.022
H -2.232 3.263 0.199 0.002 -0.005 -0.002
H -0.266 2.443 -1.019 0.014 -0.014 -0.012
H -4.554 -0.037 2.567 0.014 -0.012 0.032
H -5.108 1.276 3.588 -0.020 0.002 0.000
H -3.504 0.628 3.856 -0.012 -0.043 -0.027
H -5.068 1.395 0.477 -0.042 -0.003 0.029
H -4.521 3.079 0.416 -0.005 -0.017 0.021
H -5.700 2.585 1.620 -0.010 -0.011 0.015
H -2.493 3.001 3.582 -0.050 -0.016 0.040
H -4.176 3.527 3.473 -0.016 -0.010 0.004
H -3.027 4.018 2.238 -0.033 -0.021 -0.001
N 3.181 3.531 -2.066 0.002 0.098 -0.080
C 2.854 4.056 -3.318 -0.010 -0.076 0.013
C 3.327 5.299 -3.696 0.090 0.053 0.009
C 3.012 5.785 -4.953 -0.034 -0.042 -0.031
C 2.221 5.032 -5.847 0.033 0.055 0.022
C 1.744 3.796 -5.484 -0.019 -0.057 -0.005
C 2.048 3.297 -4.209 0.134 0.043 0.083
S 1.470 1.751 -3.779 -0.203 -0.015 0.060
N 1.895 1.585 -2.164 0.117 -0.047 -0.093
C 2.711 2.404 -1.531 0.041 -0.015 0.209
C 3.105 2.008 -0.150 -0.110 -0.038 -0.253
C 3.983 2.718 0.634 0.134 0.073 0.120
C 4.327 2.229 1.897 -0.005 0.059 -0.091
C 3.781 1.035 2.314 -0.057 -0.074 -0.054
C 2.899 0.363 1.472 0.051 0.011 0.143
N 2.561 0.834 0.272 0.009 0.149 0.022
H 3.816 4.090 -1.509 -0.012 0.018 -0.015
H 3.946 5.880 -3.022 -0.017 0.015 -0.017
H 3.382 6.756 -5.257 -0.006 -0.003 -0.001
H 1.989 5.433 -6.825 0.017 0.001 0.004
H 1.144 3.213 -6.172 -0.014 0.010 0.014
H 4.435 3.640 0.293 -0.012 0.012 0.056
H 5.017 2.776 2.528 0.003 0.011 -0.027
H 4.031 0.609 3.277 -0.026 -0.011 -0.006
H 2.460 -0.579 1.767 -0.025 0.014 0.000
C -0.115 -2.407 -4.701 0.035 -0.026 -0.140
S -0.443 -2.229 -2.970 0.058 -0.216 0.436
C -2.162 -1.785 -3.028 -0.083 0.084 -0.048
O 0.287 -0.885 -2.616 -0.038 0.414 -0.489
H -0.679 -3.281 -5.036 0.008 0.005 -0.001
H 0.948 -2.600 -4.839 -0.003 0.002 0.038
H -0.438 -1.517 -5.238 0.005 0.000 0.017
H -2.710 -2.636 -3.436 0.021 -0.013 0.017
H -2.288 -0.910 -3.664 -0.015 -0.005 0.008
H -2.505 -1.591 -2.013 0.021 -0.012 0.009

(3)
88
Properties=species:S:1:pos:R:3:forces:R:3 method="wB97M-V/def2-TZVPD" gap_ev="6.875 / 6.879" multiplicity=6
Mn 0.370 0.074 0.075 -0.076 -0.038 -0.016
N -0.022 2.398 0.805 0.027 -0.102 -0.004
C -1.452 2.701 0.683 -0.012 0.063 -0.026
C -2.007 2.078 -0.587 -0.013 0.034 0.051
N -1.743 0.643 -0.575 -0.007 -0.158 -0.055
H 0.303 2.536 1.754 0.048 0.004 -0.020
H 0.532 2.986 0.192 0.018 -0.030 0.001
H -1.662 3.777 0.690 -0.010 -0.036 0.027
H -1.955 2.259 1.546 -0.005 -0.001 0.001
H -1.506 2.510 -1.458 -0.004 -0.004 -0.001
H -3.073 2.314 -0.670 0.031 0.004 -0.012
H -2.078 0.190 -1.431 0.036 0.030 0.036
H -2.256 0.183 0.176 0.025 -0.009 -0.027
C 2.881 5.845 4.940 -0.026 0.012 0.006
O 3.932 5.128 5.553 0.017 -0.088 0.022
C 3.708 3.817 5.849 -0.015 0.049 -0.012
C 4.776 3.124 6.414 -0.054 -0.018 0.000
C 4.634 1.788 6.728 0.097 0.040 -0.106
C 3.451 1.103 6.455 0.464 -0.396 -0.446
C 2.374 1.815 5.943 -0.160 -0.099 0.120
C 2.495 3.163 5.642 0.063 0.075 0.037
N 3.469 -0.285 6.838 -0.808 0.707 0.862
N 2.673 -1.136 6.406 0.772 -0.600 -0.918
C 2.009 -1.042 5.150 -0.311 0.175 0.378
C 0.767 -1.635 5.102 -0.231 0.086 0.020
C -0.087 -1.546 3.999 0.069 0.009 0.032
C 0.303 -0.866 2.847 0.195 0.108 -0.124
O -0.434 -0.728 1.803 0.058 -0.022 0.266
C 1.673 -0.344 2.840 -0.255 -0.060 -0.067
N 2.083 0.220 1.674 -0.072 -0.102 -0.016
C 3.335 0.587 1.533 -0.011 0.039 -0.011
C 4.290 0.393 2.545 -0.049 0.024 0.009
C 3.886 -0.128 3.744 -0.081 0.059 0.031
C 2.529 -0.478 3.950 0.320 0.032 0.065
H 3.263 6.845 4.756 -0.004 -0.007 -0.001
H 2.007 5.908 5.595 0.003 0.005 -0.014
H 2.591 5.386 3.991 -0.006 0.014 0.007
H 5.700 3.652 6.604 0.013 0.018 0.005
H 5.447 1.239 7.185 0.012 -0.007 -0.007
H 1.417 1.333 5.799 0.019 -0.045 -0.094
H 1.639 3.689 5.246 -0.019 0.016 0.019
H 0.440 -2.150 5.998 -0.045 0.007 -0.005
H -1.066 -2.003 4.016 -0.008 -0.018 0.012
H 3.605 1.026 0.578 0.015 -0.017 -0.015
H 5.324 0.655 2.368 0.017 0.008 0.004
H 4.609 -0.292 4.531 -0.001 0.010 0.044
C 2.217 0.610 -6.137 -0.124 0.111 -0.013
N 1.917 0.068 -4.822 0.253 -0.210 0.079
N 2.205 0.838 -3.700 -0.181 0.238 -0.101
C 1.295 0.542 -2.707 -0.049 -0.055 0.119
O 1.370 1.026 -1.555 0.107 0.114 -0.151
C 0.370 -0.384 -3.268 0.080 0.110 -0.074
C 0.758 -0.609 -4.549 -0.012 -0.053 0.038
C 0.092 -1.434 -5.590 -0.006 -0.005 0.012
C 3.493 1.387 -3.497 0.018 -0.130 0.016
C 3.622 2.546 -2.741 0.010 0.016 -0.035
C 4.885 3.071 -2.520 0.012 0.014 0.016
C 6.010 2.461 -3.058 -0.010 -0.005 0.006
C 5.869 1.305 -3.810 -0.007 0.008 0.002
C 4.613 0.758 -4.025 0.039 -0.012 0.050
H 3.072 1.274 -6.062 0.024 -0.033 -0.008
H 1.370 1.169 -6.543 0.013 0.029 -0.001
H 2.470 -0.208 -6.809 -0.020 0.007 -0.011
H -0.462 -0.833 -2.752 -0.046 -0.061 0.017
H -0.792 -1.897 -5.158 -0.015 0.001 0.000
H 0.762 -2.209 -5.964 0.008 -0.011 -0.004
H -0.224 -0.822 -6.437 -0.005 0.018 -0.012
H 2.741 3.014 -2.330 -0.010 0.005 -0.007
H 4.988 3.970 -1.926 0.004 0.016 -0.004
H 6.991 2.884 -2.890 0.015 0.003 0.010
H 6.740 0.813 -4.220 0.016 0.000 -0.014
H 4.502 -0.165 -4.578 -0.018 -0.010 -0.017
N 1.285 -3.906 -0.692 -0.034 0.060 0.036
C 1.854 -2.795 -0.165 0.026 -0.094 0.040
N 2.743 -2.970 0.854 -0.016 -0.005 0.018
O 1.642 -1.672 -0.638 -0.071 0.195 0.037
H 1.292 -4.755 -0.151 0.018 0.002 -0.005
H 0.413 -3.717 -1.183 -0.017 -0.029 -0.011
H 2.706 -3.803 1.415 0.004 -0.002 -0.006
H 3.032 -2.128 1.324 0.015 0.000 -0.009
C -4.448 -3.809 -3.317 -0.029 0.001 -0.018
O -3.416 -3.693 -2.342 0.050 -0.069 -0.014
C -2.786 -2.521 -2.170 -0.015 0.093 -0.057
S -3.165 -1.193 -3.147 0.013 -0.032 0.067
S -1.646 -2.546 -0.919 -0.067 0.008 -0.031
H -4.686 -4.870 -3.348 -0.024 0.011 0.000
H -4.113 -3.458 -4.292 0.002 -0.025 0.009
H -5.322 -3.231 -3.017 0.017 0.013 -0.027